The following is a DFT calculation (the ωB97M-V functional and the def2-TZVPD basis) of a cluster of 2 separate species, C26H40F9N3O8P2S in total.

Structure (XYZ):
```
89
Properties=species:S:1:pos:R:3:forces:R:3:lowdin_charge:R:1
C -2.66457 -5.89226 4.03709 0.95 -0.12 0.04 -0.097
C -2.52489 -4.73152 5.03681 -0.30 -0.72 0.02 -0.242
N -2.08095 -3.46604 4.42514 -0.43 -0.55 0.60 0.032
N -0.66839 -3.27017 4.52661 -0.28 -0.42 -0.05 0.012
C -0.22285 -1.99333 4.90547 0.41 0.13 -0.44 -0.349
O -0.55546 -1.43416 5.90832 -0.48 0.45 0.19 0.144
C 0.71997 -1.52691 3.82773 -0.26 -0.79 0.46 -0.057
C 1.33157 -0.31298 3.64701 -0.08 -0.10 -0.11 0.050
C 2.14079 -0.14356 2.51832 0.23 0.30 -0.01 -0.179
C 2.79154 1.22881 2.33721 -0.29 -0.55 0.00 -0.143
C 2.46074 1.92315 0.99577 0.00 0.56 0.40 -0.221
C 3.64179 2.72625 0.41656 -0.75 -0.06 0.50 -0.177
C 3.22781 3.56010 -0.81229 -0.15 -1.01 -0.12 -0.053
C 4.08159 3.32040 -2.07734 -0.69 0.86 1.93 -0.459
F 5.36264 3.08174 -1.72306 0.07 -0.21 -0.40 0.115
F 4.04668 4.48130 -2.77416 0.20 -0.43 -0.65 0.119
C 3.43887 2.16321 -2.88656 -0.27 0.17 -1.06 -0.424
F 2.97948 1.17834 -2.11487 0.63 0.09 0.44 0.118
F 2.34869 2.68200 -3.48653 0.41 0.05 -0.04 0.102
S 4.51579 1.38372 -4.24229 -0.85 -0.31 -1.60 0.782
F 3.62246 0.07316 -4.21617 0.30 -0.05 0.36 -0.124
F 5.49600 0.79047 -3.15750 -0.04 0.22 0.20 -0.116
F 5.35759 2.71719 -4.40318 0.24 -0.10 0.51 -0.121
F 3.54834 1.92638 -5.39520 0.20 0.10 0.13 -0.143
F 5.40999 0.72366 -5.36565 0.07 0.01 0.21 -0.114
C 2.34005 -1.21885 1.63106 -0.18 0.08 0.22 -0.188
P 3.43934 -1.14305 0.17418 -0.20 -0.68 -0.67 0.780
O 2.85397 -1.58814 -1.11062 -0.07 0.09 -0.10 -0.403
C 1.69001 -2.45944 1.84039 0.68 -0.49 -0.04 -0.136
C 1.82449 -3.63525 0.88812 -0.41 0.58 0.08 -0.033
C 0.62972 -3.60146 -0.08595 -0.24 -0.07 0.07 -0.415
O 0.15500 -4.60331 -0.53950 0.29 -0.34 -0.17 0.141
N 0.09498 -2.30276 -0.37788 -0.07 -0.09 -0.17 -0.177
C -1.18174 -2.06366 0.32240 0.46 0.91 0.46 -0.050
C -0.11153 -2.11297 -1.81841 -0.25 0.26 0.14 -0.068
C 0.89258 -2.59980 2.96683 0.51 0.38 -0.20 -0.037
C 0.11455 -3.78858 3.47545 0.69 1.49 -0.62 -0.326
O 0.19926 -4.91521 3.09442 -0.62 -0.44 0.09 0.160
H -1.77339 -6.51865 4.12727 -0.13 -0.09 -0.12 0.060
H -3.52783 -6.52873 4.22691 -0.09 0.19 0.02 0.065
H -2.65503 -5.54836 3.00230 -0.31 0.12 0.10 0.069
H -1.83221 -5.02853 5.82947 -0.04 0.14 0.02 0.113
H -3.49672 -4.58431 5.51537 0.07 0.40 -0.11 0.107
H -2.50744 -2.72415 4.97095 0.29 0.20 -0.05 0.117
H 1.16416 0.48858 4.35655 0.05 0.02 -0.08 0.132
H 3.86626 1.12421 2.52524 0.01 0.10 -0.29 0.125
H 2.40449 1.84108 3.15359 0.21 0.08 -0.05 0.109
H 1.67623 2.65522 1.21917 -0.14 -0.18 -0.18 0.121
H 2.02950 1.22077 0.27810 0.15 0.03 -0.07 0.081
H 3.92552 3.42755 1.20529 0.39 -0.17 -0.06 0.122
H 4.46260 2.03021 0.24554 0.21 0.35 -0.19 0.092
H 2.20747 3.26951 -1.07604 -0.01 0.23 0.02 0.094
H 3.19345 4.62411 -0.58927 0.30 0.01 -0.15 0.137
H 4.52442 -1.98377 0.52855 0.00 0.36 0.32 0.033
H 3.99184 0.13633 0.03389 0.13 -0.07 0.62 0.008
H 1.82535 -4.57798 1.42794 -0.15 0.00 -0.05 0.119
H 2.74377 -3.58058 0.30499 -0.13 0.01 -0.15 0.098
H -2.04392 -2.10490 -0.34898 0.04 -0.49 0.06 0.080
H -1.16072 -1.03345 0.70637 -0.07 -0.08 0.00 0.087
H -1.30170 -2.71268 1.19047 -0.18 -0.16 -0.19 0.084
H 0.81277 -2.25951 -2.37111 -0.02 -0.15 0.07 0.078
H -0.93022 -2.74818 -2.17728 0.23 -0.11 -0.19 0.090
H -0.42946 -1.07734 -1.96418 0.06 -0.03 0.00 0.071
C -0.39162 3.35025 -2.27778 -0.30 0.04 -0.01 -0.060
C -0.69584 2.09011 -1.48450 0.34 0.07 -0.12 -0.273
O -1.97778 2.12390 -0.86484 -0.33 0.23 -0.61 -0.194
P -3.30707 2.00000 -1.79706 -0.56 -0.80 6.39 0.536
O -3.28146 0.62080 -2.34415 0.17 1.54 -2.70 -0.219
O -4.45315 1.90192 -0.64247 -0.03 0.29 -0.51 -0.203
C -5.29344 0.75325 -0.52649 0.01 -0.29 0.14 -0.285
C -4.69457 -0.28013 0.40657 0.06 0.00 0.19 -0.068
O -3.56919 3.61923 -1.91717 0.54 -1.21 -2.59 -0.187
C -3.99156 4.15054 -3.18909 -0.19 0.18 -0.31 -0.272
C -5.25955 3.49397 -3.69779 -0.06 -0.25 0.14 -0.079
H -0.98880 3.39003 -3.19362 0.06 0.01 -0.01 0.072
H 0.65522 3.37214 -2.56457 -0.19 0.04 -0.01 0.044
H -0.62316 4.24390 -1.69681 0.01 -0.04 0.07 0.092
H -0.61296 1.20491 -2.12104 -0.01 -0.01 0.02 0.103
H 0.03147 1.98373 -0.67830 -0.14 -0.06 0.09 0.099
H -5.50281 0.33052 -1.50870 0.17 -0.03 -0.03 0.104
H -6.24626 1.10079 -0.12322 0.07 0.16 0.01 0.115
H -3.64802 -0.47451 0.17556 -0.05 0.00 -0.20 0.048
H -5.24482 -1.22037 0.34274 -0.01 0.01 0.01 0.082
H -4.73119 0.07212 1.43889 -0.03 0.00 0.00 0.078
H -3.18483 4.03620 -3.91889 0.01 0.05 0.03 0.106
H -4.15401 5.21768 -3.04540 0.09 -0.03 0.19 0.121
H -5.10168 2.42938 -3.90377 0.04 0.07 -0.05 0.073
H -5.59344 3.96537 -4.62196 0.02 0.02 0.01 0.082
H -6.05457 3.56129 -2.95496 0.00 0.11 -0.01 0.086
```
Forces are in eV/Å.

- HOMO-LUMO gap (eV) = 7.826
- molecular weight (g/mol) = 787.62
- lowest unoccupied orbital energy (Ha) = -0.02711
- HOMO (hartree) = -0.3147
- structure (SMILES) = CCNN1C(=O)c2cc(CCCCC(F)(F)C(F)(F)S(F)(F)(F)(F)F)c([PH2]=O)c(CC(=O)N(C)C)c2C1=O.CCOP(=O)(OCC)OCC
- total charge = 0
- relative energy (zero: lowest compared OMol25 entry of this formula, charge and spin) (eV) = 0.000

***

The following is a DFT calculation (the ωB97M-V functional and the def2-TZVPD basis) of a structure of composition C26H40N2OP2SW.

Structure (XYZ):
```
73
Properties=species:S:1:pos:R:3:forces:R:3:lowdin_charge:R:1
W 0.01662 -1.17782 0.93202 0.20 0.60 -1.37 1.195
C -4.15244 0.89095 -1.23896 -0.06 0.05 -0.08 -0.079
C -2.78268 0.21735 -1.29815 0.10 0.01 -0.08 -0.512
C -1.75518 1.16055 -1.92885 -0.12 0.10 -0.03 -0.103
P -2.20965 -0.32237 0.35591 -0.28 0.32 0.20 0.987
C -3.49506 -1.36405 1.17837 -0.14 0.16 -0.16 -0.525
C -4.63357 -0.66946 1.92486 -0.06 0.01 -0.07 -0.085
C -4.00951 -2.35610 0.12497 -0.05 -0.05 0.04 -0.103
C -1.80701 1.23571 1.23984 -0.05 -0.03 -0.16 -0.279
C -2.71840 2.06459 1.87370 -0.06 0.09 0.10 -0.021
C -2.31148 3.19593 2.58542 -0.06 0.02 0.01 -0.227
C -3.31146 4.09470 3.25911 0.06 -0.04 -0.04 -0.020
C -0.94677 3.46243 2.66397 -0.04 0.06 0.02 0.006
C -0.01536 2.67901 2.00432 0.09 -0.11 0.01 -0.004
C -0.44205 1.58473 1.25902 0.03 0.09 -0.33 -0.287
N 0.44308 0.69237 0.56536 -0.11 -0.44 0.50 -0.134
C 1.66707 1.04798 -0.04573 -0.08 0.08 -0.10 -0.266
C 2.08313 2.37060 -0.19143 -0.05 -0.09 0.06 0.012
C 3.36206 2.64395 -0.64280 0.12 0.00 -0.06 0.011
C 4.25704 1.62599 -0.96616 0.05 0.01 -0.01 -0.223
C 5.65676 1.93238 -1.41918 -0.06 -0.01 -0.01 -0.020
C 3.78527 0.30684 -0.93351 0.29 0.11 -0.10 -0.023
C 2.50186 0.00377 -0.53372 -0.28 0.01 0.05 -0.277
P 1.65192 -1.57755 -0.84290 0.35 0.10 -0.03 0.990
C 1.71714 -1.93008 -2.64246 -0.17 0.05 -0.02 -0.516
C 3.12567 -2.30380 -3.09608 0.06 -0.02 -0.14 -0.084
C 1.13149 -0.79159 -3.47513 0.13 -0.01 -0.02 -0.087
C 2.31121 -3.09560 -0.00598 -0.01 -0.06 0.16 -0.499
C 3.66071 -2.92641 0.69163 0.03 -0.08 -0.03 -0.081
C 1.21331 -3.63599 0.96262 0.55 0.03 -0.22 -0.139
H -4.43310 1.19476 -2.24936 0.00 0.01 0.04 0.101
H -4.12446 1.79342 -0.62406 0.01 -0.04 -0.01 0.083
H -4.93452 0.23401 -0.86755 -0.02 0.01 0.00 0.061
H -2.85201 -0.69946 -1.88775 0.01 -0.04 -0.05 0.112
H -1.80893 2.15093 -1.46957 0.00 -0.06 -0.01 0.092
H -1.97207 1.27632 -2.99178 -0.01 0.02 0.03 0.100
H -0.73577 0.80000 -1.83264 0.13 -0.05 0.00 0.030
H -2.92013 -1.91659 1.91468 0.13 -0.11 0.16 0.071
H -5.23176 -0.02512 1.27905 0.03 -0.02 0.04 0.075
H -4.27259 -0.09107 2.77238 0.03 0.01 0.01 0.076
H -5.29924 -1.43813 2.32172 0.02 0.00 -0.02 0.097
H -4.69076 -1.88268 -0.58311 0.03 -0.02 0.04 0.078
H -4.55967 -3.15143 0.62892 0.00 0.03 -0.01 0.097
H -3.20493 -2.82748 -0.44470 0.03 -0.01 0.01 0.073
H -3.77436 1.84054 1.82659 -0.02 -0.02 0.01 0.102
H -4.31909 3.68818 3.20110 0.00 -0.01 0.00 0.085
H -3.31627 5.08094 2.79113 0.01 -0.03 0.00 0.099
H -3.05831 4.23878 4.31025 0.00 -0.02 -0.02 0.096
H -0.60178 4.30735 3.24976 -0.01 -0.04 -0.02 0.136
H 1.03834 2.89514 2.10899 -0.02 0.01 0.00 0.122
H 1.41439 3.18520 0.04375 0.03 -0.02 0.01 0.118
H 3.67652 3.67720 -0.73614 -0.01 -0.04 0.01 0.135
H 6.04017 2.83082 -0.93637 -0.02 -0.04 -0.01 0.093
H 5.67947 2.10705 -2.49858 -0.02 -0.01 0.04 0.102
H 6.33307 1.10596 -1.20342 -0.02 0.02 0.00 0.089
H 4.44765 -0.48586 -1.25908 -0.01 0.03 0.00 0.112
H 1.06732 -2.80604 -2.73569 -0.02 -0.06 0.00 0.120
H 3.78724 -1.43674 -3.10246 -0.05 -0.03 0.00 0.076
H 3.06638 -2.66842 -4.12307 0.04 -0.01 0.03 0.101
H 3.58112 -3.09361 -2.49640 -0.01 0.04 -0.02 0.075
H 1.74924 0.10692 -3.40487 -0.03 -0.02 0.02 0.090
H 0.11773 -0.54143 -3.17670 -0.09 -0.02 0.03 0.051
H 1.10065 -1.09155 -4.52325 0.04 0.00 0.02 0.098
H 2.42195 -3.81947 -0.81449 -0.04 -0.05 -0.05 0.105
H 3.62658 -2.14606 1.45153 -0.02 0.00 -0.01 0.069
H 4.44235 -2.67377 -0.02687 -0.04 0.00 0.03 0.080
H 3.95028 -3.86365 1.17115 -0.01 0.03 -0.01 0.099
H 1.39580 -3.33009 1.98823 0.02 0.04 0.15 0.051
H 1.19964 -4.72492 0.97329 0.02 -0.06 0.02 0.114
H 0.17166 -3.40486 0.65222 -0.23 -0.08 -0.13 0.040
O 1.71935 -0.88471 2.51435 0.33 -0.21 0.18 -0.608
S 0.68931 -1.17151 3.58182 -0.18 0.09 -0.21 0.910
N -0.60019 -1.39787 2.84691 -0.44 -0.20 1.61 -0.513
```
Forces are in eV/Å.

- HOMO-LUMO gap (alpha / beta) (eV) = 5.764 / 6.593
- molecular weight (g/mol) = 674.47
- lowest unoccupied orbital energy (alpha / beta) (Ha) = -0.29726 / -0.27060
- HOMO (alpha / beta) (hartree) = -0.5091 / -0.5129
- <S²> = 2.373
- 2S+1 = 3
- total charge = +2

***

The following is a DFT calculation (the ωB97M-V functional and the def2-TZVPD basis) of a structure of composition C26H40N3O2SSi2Tc.

Structure (XYZ):
```
75
Properties=species:S:1:pos:R:3:forces:R:3:lowdin_charge:R:1
Tc -0.36810 -0.21412 0.46822 0.12 -0.77 -0.80 1.440
C 0.08552 2.90407 2.72451 0.04 -0.03 0.01 -0.034
C 1.09700 1.80769 2.52314 -0.03 -0.03 -0.09 -0.293
C 2.26601 2.05765 1.81018 0.07 -0.06 0.09 -0.044
C 3.27339 1.10229 1.70662 0.02 0.05 -0.02 -0.258
C 4.52275 1.40925 0.92882 0.00 0.02 0.04 -0.034
C 3.11256 -0.11274 2.36394 -0.08 -0.05 0.04 -0.027
C 1.95279 -0.40301 3.07372 0.04 0.05 0.03 -0.285
C 1.82355 -1.67959 3.85465 -0.01 0.02 -0.06 -0.034
C 0.92951 0.54751 3.11078 0.03 0.01 0.07 -0.062
H 0.52869 3.69818 3.32738 -0.03 0.02 -0.01 0.096
H -0.79526 2.52962 3.24071 0.01 0.05 0.00 0.067
H -0.21567 3.35024 1.77329 -0.02 0.02 0.01 0.079
H 2.40977 3.02947 1.35025 -0.01 -0.01 0.02 0.129
H 5.09803 2.19245 1.42534 0.02 -0.01 -0.02 0.092
H 4.27948 1.77188 -0.07156 0.02 -0.01 -0.01 0.072
H 5.16061 0.53167 0.83241 0.00 0.01 0.00 0.081
H 3.91420 -0.84376 2.33981 0.00 -0.01 -0.04 0.125
H 0.77976 -1.98100 3.94401 -0.01 -0.04 0.00 0.071
H 2.20881 -1.53627 4.86618 0.01 -0.02 0.00 0.097
H 2.39610 -2.48689 3.39631 -0.01 -0.03 0.00 0.078
H 0.04311 0.35225 3.70245 -0.01 -0.01 -0.05 0.111
S -1.36263 -2.03291 1.59983 -0.09 0.53 -0.23 0.774
C 0.13128 -2.81940 1.18508 0.11 0.05 -0.19 -0.711
C 0.47299 -4.15083 1.36519 0.01 -0.04 -0.01 -0.056
C 1.71540 -4.56201 0.91916 -0.07 0.16 0.03 -0.025
C 2.56125 -3.63763 0.30722 0.04 -0.05 0.01 -0.029
C 2.14280 -2.33329 0.16303 0.22 0.11 -0.05 -0.116
N 0.94988 -1.92412 0.60853 0.13 -0.39 0.29 -0.136
H -0.23366 -4.82461 1.82907 0.04 -0.03 -0.01 0.122
H 2.02637 -5.59123 1.03704 -0.01 -0.01 0.00 0.123
H 3.53377 -3.93165 -0.05978 0.00 0.03 -0.01 0.118
H 2.76893 -1.59342 -0.31923 -0.05 0.02 0.03 0.111
C -4.39203 1.91829 2.96220 -0.03 -0.08 0.10 0.011
N -3.73791 1.89110 1.65651 0.23 -0.09 0.09 -0.039
C -4.27535 2.52568 0.57213 0.04 0.11 -0.35 -0.024
C -3.68326 2.49933 -0.63327 -0.27 0.04 0.30 0.037
C -2.45784 1.75848 -0.80477 0.10 0.16 -0.74 -0.469
O -1.87879 1.70952 -1.89076 0.20 -0.06 0.23 -0.038
N -1.95819 1.10634 0.30074 -0.06 -0.08 0.35 0.012
C -2.56578 1.18676 1.52851 -0.20 0.06 0.12 -0.543
O -2.04515 0.61664 2.48640 -0.04 -0.05 -0.05 -0.075
H -5.02668 2.79789 3.02419 0.02 0.02 -0.04 0.097
H -3.63505 1.95503 3.73966 -0.01 0.04 0.00 0.094
H -4.99635 1.02346 3.11067 0.02 0.00 -0.02 0.106
H -5.19852 3.05868 0.75285 0.00 0.00 0.02 0.139
H -4.09673 3.01435 -1.48489 0.00 -0.01 0.00 0.124
C -2.17912 -0.52586 -4.10546 0.28 0.05 0.13 -0.173
Si -1.49351 -1.52134 -2.66565 -0.28 -0.28 0.18 0.479
C -2.97853 -2.07940 -1.63951 0.27 0.13 -0.13 -0.191
C -0.55025 -3.02023 -3.32001 -0.16 0.17 0.04 -0.174
C -0.15481 -0.64144 -1.55911 -0.75 0.69 0.15 -0.421
Si 0.54875 1.01271 -2.34801 1.45 -0.43 0.06 0.486
C 2.31974 0.29201 -2.63077 -0.35 0.31 -0.01 -0.193
C 0.89731 2.35451 -1.03884 -0.45 -0.23 -0.29 -0.164
C 0.18824 1.64098 -4.08586 -0.53 -0.09 0.35 -0.165
H -3.08314 -1.01123 -4.47824 0.02 -0.09 0.06 0.042
H -1.47366 -0.46059 -4.93458 -0.05 -0.03 0.01 0.028
H -2.43692 0.48773 -3.80201 -0.06 -0.04 -0.02 0.015
H -3.77665 -2.45023 -2.28659 0.06 0.06 -0.06 0.038
H -3.37936 -1.25028 -1.05207 -0.05 0.00 0.03 0.015
H -2.71285 -2.88229 -0.95708 0.04 -0.06 0.15 0.002
H -1.17619 -3.61103 -3.99248 -0.01 0.01 0.01 0.039
H -0.21869 -3.67894 -2.51333 -0.01 0.03 0.04 0.027
H 0.33251 -2.71078 -3.88509 0.01 0.02 0.00 0.033
H 0.69014 -1.32648 -1.62841 -0.05 0.01 0.10 -0.025
H 2.83676 0.09015 -1.68646 -0.01 0.03 -0.01 0.002
H 2.91697 1.01637 -3.19165 0.09 -0.04 0.03 0.037
H 2.29562 -0.63485 -3.21054 0.02 0.01 -0.02 0.032
H 0.45065 2.11487 -0.06594 0.06 0.24 0.02 -0.033
H 0.47815 3.31637 -1.33800 -0.12 -0.02 0.01 0.055
H 1.96874 2.47769 -0.88527 -0.03 -0.10 -0.05 0.026
H 0.28537 0.83113 -4.81107 0.05 0.03 0.06 0.034
H 0.93860 2.39326 -4.33920 0.09 -0.02 0.17 0.046
H -0.79525 2.08991 -4.19527 -0.02 0.02 -0.05 0.028
```
Forces are in eV/Å.

- HOMO-LUMO gap (alpha / beta) (eV) = 6.918 / 7.119
- molecular weight (g/mol) = 612.86
- lowest unoccupied orbital energy (alpha / beta) (Ha) = -0.16777 / -0.16492
- HOMO (alpha / beta) (hartree) = -0.4220 / -0.4265
- <S²> = 3.816
- 2S+1 = 4
- total charge = +1